No. 1
73
Properties=species:S:1:pos:R:3 method="wB97M-V/def2-TZVPD" charge=-1 orbital_gap_ev="4.71 / 5.38" de_lowest_ev=0.3188 e_lumo_ev="1.60 / 0.69" spin_multiplicity=6
Ru -0.5706 0.5930 1.9803
S 3.7604 1.9416 4.7557
Sb 1.7417 0.7204 4.9372
S 1.5841 0.1431 2.5411
S -1.1776 0.7300 4.1185
S 2.8058 -1.2506 5.6383
S -4.2422 0.5323 -4.6277
N -4.7972 0.7412 -3.1022
C -3.7495 0.7293 -2.3010
C -3.7801 0.8870 -0.8706
C -4.9370 1.1327 -0.1492
C -4.8642 1.2846 1.2277
C -3.6232 1.1706 1.8538
N -2.5032 0.9301 1.2029
C -2.5372 0.7909 -0.1675
C -1.3236 0.5901 -0.8450
N -0.1690 0.5090 -0.0966
C 0.9936 0.4244 -0.7120
C 1.1264 0.3524 -2.0987
C -0.0210 0.3797 -2.8803
C -1.2595 0.5022 -2.2724
C -2.5039 0.5450 -2.9948
N -2.6419 0.4191 -4.3002
H -5.8784 1.2039 -0.6786
H -5.7438 1.4914 1.8193
H -3.5358 1.2762 2.9283
H 1.8687 0.4184 -0.0724
H 2.1112 0.2812 -2.5370
H 0.0276 0.3160 -3.9602
C -2.9669 -4.0872 -2.5934
C -1.4572 -4.3010 -2.4876
C -0.7293 -3.0898 -1.9164
N -1.1242 -2.8407 -0.5366
C -0.4281 -2.5013 0.5350
S -1.3036 -1.8814 1.8650
N 0.9203 -2.6913 0.6248
C 1.6384 -3.7549 0.0703
O 1.0773 -4.6310 -0.5550
C 3.1088 -3.7652 0.2985
C 3.7931 -4.8818 -0.1892
C 5.1643 -4.9821 -0.0550
C 5.8734 -3.9668 0.5750
C 5.2027 -2.8565 1.0622
C 3.8278 -2.7494 0.9236
H -3.4319 -4.9148 -3.1288
H -3.1876 -3.1632 -3.1329
H -3.4394 -4.0322 -1.6104
H -1.0499 -4.4914 -3.4827
H -1.2364 -5.1696 -1.8649
H -0.9857 -2.2011 -2.5003
H 0.3408 -3.2409 -1.9731
H -2.1140 -2.6955 -0.4000
H 1.3531 -2.1709 1.3921
H 3.2189 -5.6612 -0.6708
H 5.6806 -5.8520 -0.4400
H 6.9473 -4.0447 0.6880
H 5.7475 -2.0651 1.5600
H 3.3463 -1.8676 1.3219
C -0.8177 6.3119 0.4041
Si 0.6093 5.4128 1.2621
C 2.1353 5.5074 0.1526
C 0.9887 6.2071 2.9303
C 0.1227 3.6680 1.5099
C -0.2007 2.5187 1.7455
H -0.5933 7.3701 0.2482
H -1.7340 6.2442 0.9931
H -1.0190 5.8637 -0.5707
H 2.4349 6.5428 -0.0274
H 1.9420 5.0397 -0.8147
H 2.9786 4.9873 0.6106
H 1.3002 7.2491 2.8256
H 1.7915 5.6633 3.4319
H 0.1148 6.1793 3.5835

=====

No. 2
71
Properties=species:S:1:pos:R:3 method="wB97M-V/def2-TZVPD" charge=0 orbital_gap_ev=1.80 de_lowest_ev=1.5853 e_lumo_ev=-4.66
C 3.8476 5.7105 -2.5718
C 3.2072 4.4734 -2.0796
C 3.0784 4.1082 -0.7810
C 2.4309 2.8460 -0.6008
C 2.0681 2.2579 -1.7561
B 1.3392 0.8367 -1.8431
C -0.2490 1.0484 -1.8409
C -0.9541 1.1417 -0.6617
C -2.3172 1.3304 -0.6903
C -2.9975 1.4154 -1.9059
N -4.4100 1.6047 -1.9443
C -5.2567 0.8553 -2.8725
C -5.0758 2.5980 -1.1016
C -2.2598 1.3134 -3.0883
C -0.8958 1.1450 -3.0513
O 1.7260 0.1318 -3.1119
C 2.0929 -1.1891 -2.7022
C 0.8384 -2.0754 -2.7583
C 3.1767 -1.7300 -3.6427
C 2.6039 -1.0039 -1.2017
C 2.4812 -2.2857 -0.3681
C 4.0443 -0.4694 -1.1723
O 1.7470 0.0054 -0.6568
S 2.5030 3.2517 -3.1039
H 4.1819 6.3361 -1.7431
H 4.7114 5.4849 -3.1986
H 3.1527 6.2935 -3.1762
H 3.4564 4.7040 0.0337
H 2.2445 2.3989 0.3634
H -0.4294 1.0579 0.2729
H -2.8786 1.3828 0.2269
H -4.6805 0.0744 -3.3647
H -6.0731 0.3760 -2.3343
H -5.6712 1.5148 -3.6325
H -4.3379 3.2108 -0.5882
H -5.6880 3.2575 -1.7154
H -5.7082 2.1115 -0.3606
H -2.7685 1.4021 -4.0316
H -0.3187 1.0893 -3.9587
H 1.0609 -3.1133 -2.5131
H 0.0816 -1.7143 -2.0622
H 0.4041 -2.0623 -3.7573
H 3.5667 -2.6858 -3.2979
H 2.7822 -1.8667 -4.6482
H 4.0041 -1.0287 -3.7157
H 3.0421 -3.1098 -0.8053
H 2.8494 -2.1252 0.6438
H 1.4407 -2.5906 -0.2862
H 4.7560 -1.2064 -1.5409
H 4.1287 0.4266 -1.7868
H 4.3443 -0.2037 -0.1591
O -2.5715 -0.3745 8.2431
C -2.0489 -1.1695 7.6194
Co -1.2427 -2.4111 6.5768
C 0.5570 -2.3477 6.6453
O 1.6936 -2.3033 6.6738
C -1.5697 -4.1571 7.0296
O -1.7772 -5.2420 7.3011
C -2.1852 -2.5731 4.8039
C -1.2092 -1.4939 4.6767
C -1.7136 -0.1362 4.5078
Co -1.0277 -2.9586 3.1890
C 0.7526 -2.6231 2.9569
O 1.8637 -2.4163 2.8283
C -2.0555 -2.3911 1.8192
O -2.7192 -2.0131 0.9758
C -1.0908 -4.7455 3.5243
O -1.1182 -5.8591 3.7528
H -3.2015 -2.2729 4.5606
H -1.0873 0.6022 4.0706
H -2.6716 0.1508 4.8876

=====

No. 3
77
Properties=species:S:1:pos:R:3 method="wB97M-V/def2-TZVPD" charge=-1 orbital_gap_ev=7.65 de_lowest_ev=0.1611 e_lumo_ev=1.90
Tl 0.4772 0.5595 -1.5484
C -2.1072 -2.4690 5.2427
C -0.7160 -1.8798 5.3923
C -0.7418 -0.6463 6.2826
C 0.6827 -0.1951 6.5547
C 1.4132 0.0069 5.2540
C 2.4638 0.8964 5.1764
C 3.0808 1.1481 3.9596
F 4.0942 2.0424 3.9342
C 2.6734 0.5437 2.8056
C 1.6184 -0.3700 2.8656
C 1.1641 -0.9749 1.5957
O 1.8032 -0.7687 0.5612
C -0.0631 -1.7245 1.7121
C -0.6183 -1.9325 2.9394
N -0.1027 -1.5147 4.1012
C 0.9901 -0.6489 4.0822
C -0.8753 -2.0383 0.5202
O -2.1724 -2.2480 0.8348
O -0.4728 -2.0900 -0.6173
H -2.5017 -2.6627 6.2405
H -2.1088 -3.4132 4.6983
H -2.7679 -1.7617 4.7377
H -0.0606 -2.6275 5.8586
H -1.2586 -0.8850 7.2138
H -1.3013 0.1365 5.7626
H 1.1975 -0.9492 7.1607
H 0.6974 0.7348 7.1250
H 2.7922 1.4325 6.0584
H 3.1243 0.7664 1.8487
H -1.5700 -2.4294 2.9939
Br -3.4366 0.8686 -8.9881
C -2.1381 0.4058 -7.6802
C -1.3410 -0.7058 -7.8836
C -0.3947 -1.0433 -6.9265
C -0.2560 -0.2771 -5.7721
C -1.0850 0.8247 -5.5757
C -2.0162 1.1790 -6.5358
N 0.6738 -0.5963 -4.7665
C 1.8692 -0.8338 -5.0967
C 2.9020 -1.2451 -4.1226
C 4.1511 -1.6308 -4.5943
C 5.1166 -2.0236 -3.6802
C 4.7989 -2.0103 -2.3348
C 3.5222 -1.6042 -1.9555
N 2.5936 -1.2339 -2.8263
H -1.4605 -1.3072 -8.7742
H 0.2167 -1.9269 -7.0610
H -0.9726 1.4161 -4.6753
H -2.6443 2.0469 -6.3900
H 2.2099 -0.7476 -6.1363
H 4.3593 -1.6156 -5.6568
H 6.0997 -2.3294 -4.0154
H 5.5217 -2.2996 -1.5841
H 3.2233 -1.5675 -0.9137
N -1.5023 3.5270 1.0074
C -2.4251 2.7949 1.8688
P -2.3321 0.9713 1.5907
O -2.4415 0.3189 2.9379
O -1.1446 0.7174 0.6852
C -3.8123 0.4668 0.5906
N -3.4223 -0.0860 -0.7206
H -1.2533 4.4256 1.3996
H -1.5125 3.6793 -1.2149
H -0.6448 3.0003 0.8623
H -3.4494 3.1394 1.6959
H -2.2180 2.9205 2.9383
H -4.4911 1.3209 0.5014
H -4.3223 -0.2996 1.1788
H -2.5019 0.2802 -0.9503
H -4.0587 0.2135 -1.4475
H -2.7080 -2.0151 0.0551
O 1.1210 3.2068 -0.7000
S 0.9894 3.8107 -2.0264
O 1.5976 3.0073 -3.0779
O 1.2736 5.2232 -2.0717
S -1.0880 3.5955 -2.5038

=====

No. 4
72
Properties=species:S:1:pos:R:3 method="wB97M-V/def2-TZVPD" charge=+1 orbital_gap_ev="5.69 / 5.92" e_lumo_ev="-4.19 / -3.95" spin_multiplicity=2
Re -0.7615 -0.1868 1.1028
C -4.0779 0.7445 -1.6682
C -3.4288 -0.0789 -0.6076
O -2.2652 0.2172 -0.2344
N -4.0950 -1.0909 -0.0875
C -3.6049 -1.9451 0.9953
C -2.4246 -2.7996 0.6120
C -2.6414 -4.0872 0.1548
C -1.5656 -4.8992 -0.1632
C -0.2936 -4.3819 -0.0187
C -0.1464 -3.0758 0.4107
N -1.1805 -2.2893 0.7411
H -4.0777 1.7877 -1.3540
H -5.0941 0.4244 -1.8808
H -3.4727 0.6497 -2.5688
H -5.0204 -1.2601 -0.4473
H -4.4340 -2.5900 1.2794
H -3.3586 -1.3154 1.8498
H -3.6542 -4.4516 0.0666
H -1.7217 -5.9082 -0.5174
H 0.5869 -4.9604 -0.2543
H 0.8369 -2.6441 0.5028
S -2.7709 2.1981 4.3831
C -3.0573 0.5582 4.7783
C -2.5495 -0.3036 3.8504
C -1.9050 0.3507 2.7577
C -1.9578 1.7234 2.9470
C -1.2250 2.5894 2.0562
C -1.1522 3.9784 2.1308
C -0.3290 4.6530 1.2536
C 0.4032 3.9390 0.3107
C 0.2767 2.5661 0.2706
N -0.5232 1.9062 1.1155
H -3.5795 0.3170 5.6881
H -2.6122 -1.3760 3.9673
H -1.7215 4.5055 2.8828
H -0.2496 5.7300 1.3058
H 1.0664 4.4359 -0.3816
H 0.8187 1.9547 -0.4395
Br 1.7816 1.8716 3.9056
C 2.9225 1.4713 2.4433
C 3.8368 2.4465 2.0777
C 4.7578 2.1880 1.0751
C 4.7880 0.9476 0.4565
C 3.8850 -0.0269 0.8357
C 2.9298 0.2267 1.8179
C 1.9636 -0.8803 2.0764
O 2.2554 -2.0408 2.1492
O 0.6937 -0.4498 2.2695
H 3.8363 3.3961 2.5924
H 5.4649 2.9556 0.7938
H 5.5149 0.7383 -0.3151
H 3.8874 -0.9982 0.3610
C -0.2771 2.3571 -3.5161
C 0.7221 1.2810 -3.8731
O 1.2402 0.6641 -2.6860
P 0.7319 -0.7047 -2.0285
O 0.5786 -0.4192 -0.5384
Te -1.0324 -1.7433 -3.1875
O 2.0467 -1.6036 -2.0152
C 2.6596 -2.0114 -3.2503
C 3.9294 -2.7537 -2.9117
H -0.6304 2.8507 -4.4211
H 0.1737 3.1083 -2.8695
H -1.1304 1.9205 -3.0003
H 1.5924 1.6960 -4.3827
H 0.2714 0.5107 -4.5075
H 2.8685 -1.1203 -3.8479
H 1.9506 -2.6423 -3.7954
H 4.6062 -2.1172 -2.3433
H 4.4320 -3.0584 -3.8281
H 3.7120 -3.6448 -2.3262